[1]
Formula: C34H42FIrN4OSi
Source: the Open Molecules 2025 dataset
Level of theory: ωB97M-V with the def2-TZVPD basis set

The energy above the lowest of the compared OMol25 structures with the same formula, charge and spin comes out at 87.5 kJ/mol. Its frontier orbital gap (alpha / beta) is 6.4 / 6.4 eV. The spin multiplicity is 1. The total charge is +2.

CARTESIAN COORDINATES (ANGSTROEM)
1 Ir -0.02 -0.07 -0.16
2 C -0.20 -2.68 -1.50
3 Si -1.02 -2.73 0.17
4 C 0.17 -2.97 1.57
5 C -2.26 -4.09 0.20
6 N -1.59 -0.95 0.31
7 C -2.90 -0.50 0.63
8 C -3.89 -1.39 1.07
9 C -5.18 -0.97 1.36
10 C -5.53 0.36 1.19
11 C -4.59 1.26 0.72
12 C -3.31 0.82 0.45
13 F -2.46 1.73 -0.11
14 H 0.43 -3.57 -1.64
15 H 0.46 -1.83 -1.71
16 H -0.96 -2.69 -2.28
17 H 0.80 -3.85 1.43
18 H -0.38 -3.11 2.51
19 H 0.81 -2.11 1.71
20 H -1.68 -5.00 0.03
21 H -3.01 -4.02 -0.60
22 H -2.77 -4.20 1.15
23 H -3.65 -2.42 1.21
24 H -5.90 -1.69 1.71
25 H -6.54 0.69 1.41
26 H -4.83 2.30 0.54
27 C 2.59 0.11 2.33
28 C 1.40 0.54 3.12
29 C 1.41 0.33 4.49
30 C 0.38 0.79 5.30
31 C -0.65 1.50 4.73
32 C -0.72 1.75 3.36
33 C -1.90 2.57 2.91
34 C 0.31 1.23 2.56
35 N 0.25 1.40 1.10
36 C 0.32 2.57 0.55
37 C 0.70 3.83 1.26
38 C 0.04 2.59 -0.92
39 C -0.20 3.91 -1.58
40 N -0.05 1.43 -1.48
41 C -0.20 1.34 -2.93
42 C 0.90 1.74 -3.70
43 C 2.22 2.12 -3.08
44 C 0.78 1.73 -5.08
45 C -0.39 1.32 -5.69
46 C -1.46 0.91 -4.91
47 C -1.39 0.91 -3.52
48 C -2.63 0.50 -2.77
49 H 3.22 -0.55 2.93
50 H 3.19 0.97 2.05
51 H 2.32 -0.42 1.42
52 H 2.24 -0.20 4.93
53 H 0.41 0.63 6.37
54 H -1.45 1.89 5.36
55 H -1.98 3.46 3.55
56 H -2.82 2.00 3.04
57 H -1.86 2.90 1.89
58 H 1.00 3.63 2.28
59 H -0.14 4.53 1.27
60 H 1.52 4.31 0.72
61 H -1.01 4.41 -1.05
62 H -0.48 3.78 -2.62
63 H 0.68 4.55 -1.52
64 H 2.55 1.33 -2.40
65 H 2.19 3.06 -2.53
66 H 2.98 2.24 -3.85
67 H 1.63 2.03 -5.68
68 H -0.48 1.33 -6.77
69 H -2.38 0.59 -5.38
70 H -3.30 -0.05 -3.44
71 H -3.18 1.37 -2.40
72 H -2.42 -0.14 -1.92
73 O 1.98 -0.26 -0.97
74 N 3.26 -0.19 -0.59
75 C 3.86 0.98 -0.36
76 C 5.20 1.03 -0.04
77 C 5.92 -0.15 0.03
78 C 5.28 -1.36 -0.20
79 C 3.93 -1.35 -0.52
80 H 3.22 1.85 -0.43
81 H 5.66 1.99 0.14
82 H 6.98 -0.13 0.28
83 H 5.80 -2.30 -0.16
84 H 3.35 -2.23 -0.73



[2]
Formula: C34H42GeN3OPPbS
Source: the Open Molecules 2025 dataset
Level of theory: ωB97M-V with the def2-TZVPD basis set

Its frontier orbital gap is 6.1 eV. The spin multiplicity is 1. The total charge is 0.

CARTESIAN COORDINATES (ANGSTROEM)
1 Pb 0.43 0.21 -0.12
2 C 0.02 5.21 -2.34
3 C -0.46 3.94 -1.63
4 C 0.03 2.72 -2.40
5 C -0.01 4.01 -0.17
6 C -0.62 5.24 0.52
7 O -1.20 4.74 1.72
8 C -1.05 3.39 1.69
9 N -0.42 2.88 0.71
10 C -1.65 2.76 2.90
11 C -2.58 3.56 3.58
12 C -3.14 3.16 4.78
13 C -2.75 1.96 5.35
14 C -1.84 1.16 4.68
15 C -1.29 1.52 3.45
16 P -0.11 0.33 2.70
17 C -0.78 -1.30 3.15
18 C -2.15 -1.56 3.16
19 C -2.61 -2.86 3.32
20 C -1.72 -3.91 3.47
21 C -0.36 -3.66 3.43
22 C 0.11 -2.37 3.27
23 C 1.34 0.56 3.79
24 C 2.38 1.33 3.27
25 C 3.50 1.60 4.05
26 C 3.59 1.10 5.33
27 C 2.56 0.32 5.85
28 C 1.44 0.05 5.08
29 H -0.34 5.22 -3.37
30 H 1.11 5.22 -2.38
31 H -0.31 6.13 -1.86
32 H -1.56 3.93 -1.63
33 H 1.09 2.52 -2.20
34 H -0.08 2.89 -3.47
35 H -0.54 1.83 -2.16
36 H 1.08 4.04 -0.16
37 H -1.42 5.69 -0.08
38 H 0.11 6.01 0.78
39 H -2.86 4.51 3.16
40 H -3.87 3.79 5.27
41 H -3.15 1.63 6.30
42 H -1.55 0.22 5.13
43 H -2.86 -0.76 3.03
44 H -3.68 -3.05 3.33
45 H -2.09 -4.92 3.59
46 H 0.35 -4.48 3.53
47 H 1.18 -2.19 3.22
48 H 2.32 1.70 2.26
49 H 4.30 2.20 3.64
50 H 4.46 1.30 5.94
51 H 2.63 -0.08 6.85
52 H 0.65 -0.57 5.48
53 C -1.52 -0.61 -3.57
54 Ge -2.25 -1.39 -1.91
55 C -4.19 -1.01 -1.88
56 C -2.08 -3.34 -2.13
57 C -1.40 -0.75 -0.32
58 H -2.00 -1.05 -4.44
59 H -0.44 -0.78 -3.64
60 H -1.69 0.47 -3.60
61 H -4.70 -1.45 -2.74
62 H -4.37 0.07 -1.89
63 H -4.63 -1.42 -0.97
64 H -2.74 -3.73 -2.91
65 H -2.32 -3.84 -1.19
66 H -1.05 -3.60 -2.39
67 H -2.08 -0.74 0.53
68 C 3.05 -5.72 -4.24
69 C 3.09 -4.24 -4.46
70 C 3.02 -3.63 -5.67
71 C 3.04 -2.20 -5.68
72 N 3.13 -1.47 -4.60
73 C 3.22 -2.08 -3.38
74 S 3.31 -1.26 -1.95
75 N 3.19 -3.46 -3.36
76 C 2.91 -1.47 -6.98
77 H 3.11 -6.25 -5.18
78 H 2.12 -6.00 -3.73
79 H 3.88 -6.04 -3.61
80 H 2.95 -4.20 -6.58
81 H 3.24 -3.87 -2.44
82 H 3.11 -2.11 -7.83
83 H 3.60 -0.62 -6.98
84 H 1.90 -1.07 -7.06



[3]
Formula: C34H42N4P2Pd
Source: the Open Molecules 2025 dataset
Level of theory: ωB97M-V with the def2-TZVPD basis set

As for the expectation value of S²: 6.060. The energy above the lowest of the compared OMol25 structures with the same formula, charge and spin comes out at 394.4 kJ/mol. Its frontier orbital gap (alpha / beta) is 4.9 / 3.2 eV. The spin multiplicity is 5. The total charge is +2.

CARTESIAN COORDINATES (ANGSTROEM)
1 Pd 0.45 -1.75 -3.58
2 C -0.95 3.52 -1.68
3 C -1.52 2.98 -2.78
4 C -0.79 2.63 -4.04
5 C 0.45 1.87 -3.52
6 C 1.79 2.55 -3.41
7 C 2.12 3.63 -2.70
8 C 1.17 4.80 -2.61
9 C 0.03 4.69 -1.57
10 C 1.15 -3.09 -1.98
11 H -1.39 3.29 -0.69
12 H -2.63 3.00 -2.88
13 H -0.59 3.42 -4.78
14 H -1.42 1.91 -4.59
15 H 0.08 1.51 -2.54
16 H 0.58 0.91 -4.04
17 H 2.51 1.94 -3.95
18 H 3.12 3.72 -2.19
19 H 0.66 4.94 -3.58
20 H 1.80 5.69 -2.44
21 H 0.51 4.73 -0.58
22 H -0.62 5.59 -1.67
23 H 0.33 -3.43 -1.30
24 H 1.96 -2.58 -1.42
25 H 1.64 -3.96 -2.45
26 P 1.36 -1.48 -5.53
27 P -2.29 -0.70 -5.69
28 N 2.67 -0.25 -6.14
29 N 1.85 -2.63 -6.88
30 N -2.09 0.95 -6.84
31 N -3.80 -1.23 -6.55
32 C 0.16 -0.66 -6.60
33 C -1.11 -1.51 -6.75
34 C 3.89 -0.14 -5.49
35 C 4.72 0.74 -6.20
36 C 3.98 1.18 -7.33
37 C 2.74 0.52 -7.29
38 C 2.52 -3.82 -6.72
39 C 2.84 -4.35 -7.97
40 C 2.39 -3.41 -8.94
41 C 1.83 -2.34 -8.25
42 C -2.86 1.97 -6.28
43 C -2.68 3.14 -7.01
44 C -1.83 2.80 -8.10
45 C -1.48 1.46 -7.97
46 C -4.51 -0.46 -7.47
47 C -5.25 -1.28 -8.32
48 C -5.09 -2.63 -7.83
49 C -4.20 -2.56 -6.76
50 H 0.54 -0.37 -7.58
51 H 0.01 0.30 -6.10
52 H -1.49 -1.51 -7.78
53 H -0.99 -2.54 -6.38
54 H 4.08 -0.70 -4.59
55 H 5.73 1.02 -5.91
56 H 4.27 1.90 -8.09
57 H 1.93 0.60 -8.00
58 H 2.73 -4.18 -5.72
59 H 3.33 -5.30 -8.15
60 H 2.44 -3.48 -10.01
61 H 1.43 -1.42 -8.62
62 H -3.46 1.79 -5.41
63 H -3.12 4.08 -6.75
64 H -1.58 3.45 -8.92
65 H -0.82 0.86 -8.60
66 H -4.43 0.61 -7.46
67 H -5.83 -0.94 -9.18
68 H -5.60 -3.52 -8.21
69 H -3.86 -3.34 -6.10
70 C -0.23 -1.20 -1.56
71 C -0.29 -1.53 -0.11
72 C 0.46 -0.74 0.78
73 C 0.05 -0.59 2.10
74 C -1.03 -1.32 2.60
75 C -1.56 -2.37 1.83
76 C -1.15 -2.51 0.48
77 H -1.08 -1.62 -2.11
78 H -0.06 -0.15 -1.72
79 H 1.36 -0.24 0.46
80 H 0.57 0.09 2.77
81 H -1.41 -1.16 3.62
82 H -2.26 -3.08 2.31
83 H -1.47 -3.41 -0.07



[4]
Formula: C34H42N4P2Zr
Source: the Open Molecules 2025 dataset
Level of theory: ωB97M-V with the def2-TZVPD basis set

The energy above the lowest of the compared OMol25 structures with the same formula, charge and spin comes out at 152.4 kJ/mol. Its frontier orbital gap (alpha / beta) is 3.7 / 3.7 eV. The spin multiplicity is 1. The total charge is +2.

CARTESIAN COORDINATES (ANGSTROEM)
1 Zr -2.51 -2.75 -0.21
2 C -1.11 -5.57 0.59
3 C -0.49 -5.31 -0.79
4 C -1.19 -5.73 -2.06
5 C -2.67 -5.41 -2.26
6 C -3.27 -4.28 -1.45
7 C -3.87 -4.38 -0.12
8 C -3.77 -5.64 0.68
9 C -2.41 -6.35 0.65
10 C -2.99 -1.50 1.61
11 H -0.36 -6.16 1.16
12 H 0.53 -5.75 -0.81
13 H -1.07 -6.82 -2.11
14 H -0.61 -5.34 -2.91
15 H -2.80 -5.10 -3.31
16 H -3.28 -6.32 -2.19
17 H -3.75 -3.53 -2.11
18 H -4.79 -3.79 0.04
19 H -4.48 -6.38 0.27
20 H -4.08 -5.46 1.71
21 H -2.31 -7.00 1.54
22 H -2.42 -7.08 -0.16
23 H -2.36 -1.62 2.50
24 H -4.05 -1.66 1.89
25 H -2.88 -0.46 1.26
26 P -0.95 -1.20 -2.47
27 P 1.82 -2.34 -1.52
28 N -2.72 -1.27 -2.79
29 N -0.77 0.33 -3.30
30 N 1.03 -3.36 -0.33
31 N 3.43 -2.95 -1.28
32 C -0.28 -2.53 -3.55
33 C 1.06 -3.13 -3.02
34 C -3.69 -1.18 -1.71
35 C -4.97 -1.31 -2.35
36 C -4.76 -1.54 -3.72
37 C -3.38 -1.51 -3.97
38 C -1.36 1.52 -2.81
39 C -1.30 2.48 -3.80
40 C -0.65 1.89 -4.94
41 C -0.34 0.58 -4.61
42 C 1.41 -3.49 1.01
43 C 0.40 -3.92 1.80
44 C -0.88 -4.11 1.00
45 C -0.37 -3.81 -0.47
46 C 3.86 -4.22 -0.86
47 C 5.19 -4.14 -0.47
48 C 5.61 -2.77 -0.66
49 C 4.54 -2.07 -1.17
50 H -0.16 -2.10 -4.55
51 H -1.05 -3.32 -3.64
52 H 0.99 -4.22 -2.88
53 H 1.83 -2.97 -3.80
54 H -3.46 -0.52 -0.87
55 H -5.91 -1.22 -1.83
56 H -5.52 -1.67 -4.47
57 H -2.84 -1.56 -4.90
58 H -1.75 1.55 -1.80
59 H -1.69 3.49 -3.72
60 H -0.46 2.37 -5.88
61 H 0.16 -0.20 -5.16
62 H 2.42 -3.21 1.32
63 H 0.42 -4.12 2.87
64 H -1.78 -3.55 1.44
65 H -0.89 -3.27 -1.32
66 H 3.19 -5.06 -0.89
67 H 5.80 -4.94 -0.08
68 H 6.59 -2.37 -0.45
69 H 4.42 -1.04 -1.48
70 C 0.16 -0.41 0.53
71 C 0.20 0.78 1.27
72 C 0.33 0.75 2.69
73 C 0.49 1.93 3.41
74 C 0.47 3.17 2.75
75 C 0.26 3.23 1.36
76 C 0.11 2.07 0.62
77 H 0.33 -1.37 1.03
78 H 0.20 -0.37 -0.56
79 H 0.31 -0.23 3.18
80 H 0.63 1.89 4.49
81 H 0.62 4.09 3.32
82 H 0.21 4.20 0.86
83 H -0.07 2.09 -0.45



[5]
Formula: C34H43AsBLuNO5Si2
Source: the Open Molecules 2025 dataset
Level of theory: ωB97M-V with the def2-TZVPD basis set

The energy above the lowest of the compared OMol25 structures with the same formula, charge and spin comes out at 19.6 kJ/mol. Its frontier orbital gap is 6.7 eV. The spin multiplicity is 1. The total charge is -1.

CARTESIAN COORDINATES (ANGSTROEM)
1 Lu 1.14 0.50 -0.90
2 O 3.43 1.00 -0.18
3 H 3.53 1.20 0.73
4 H 3.94 1.61 -0.78
5 O -1.04 1.80 0.21
6 C -0.27 1.89 1.18
7 N 1.05 1.67 1.09
8 C 1.64 1.82 2.31
9 O 2.85 1.72 2.52
10 C 0.59 2.30 3.31
11 C 0.62 2.77 4.63
12 C -0.68 3.10 5.18
13 C -1.85 3.05 4.48
14 C -1.89 2.68 3.15
15 C -0.63 2.31 2.63
16 H 1.56 2.80 5.20
17 H -0.67 3.47 6.20
18 H -2.77 3.39 4.90
19 H -2.77 2.63 2.45
20 C -0.43 -3.50 -5.13
21 C -0.66 -3.31 -3.73
22 C 0.16 -2.58 -2.96
23 C 1.23 -1.83 -3.54
24 C 1.86 -0.72 -2.84
25 C 2.83 -0.04 -3.59
26 C 3.35 -0.48 -4.87
27 C 2.68 -1.46 -5.54
28 C 1.55 -2.12 -4.90
29 C 0.74 -3.02 -5.68
30 H -1.08 -3.99 -5.77
31 H -1.58 -3.77 -3.36
32 H 0.02 -2.44 -1.92
33 H 3.30 0.86 -3.22
34 H 4.24 -0.02 -5.28
35 H 2.97 -1.74 -6.62
36 H 1.01 -3.02 -6.72
37 C -0.85 -6.49 3.98
38 C -1.89 -5.49 4.46
39 C -3.36 -5.61 4.03
40 C -1.85 -5.60 6.01
41 C -1.38 -4.13 3.95
42 C -1.15 -3.00 4.76
43 C -0.58 -1.82 4.24
44 C -0.40 -1.77 2.90
45 O 0.03 -0.73 2.10
46 B 0.06 -1.17 0.77
47 O -0.45 -2.47 0.78
48 C -0.68 -2.80 2.04
49 C -1.13 -4.03 2.54
50 H -1.07 -7.48 4.22
51 H 0.15 -6.18 4.37
52 H -0.79 -6.45 2.89
53 H -3.75 -6.63 4.26
54 H -3.50 -5.42 2.95
55 H -3.89 -4.84 4.58
56 H -2.28 -6.55 6.31
57 H -2.34 -4.79 6.51
58 H -0.82 -5.58 6.44
59 H -1.21 -3.10 5.84
60 H -0.32 -1.06 4.88
61 H -1.47 -4.82 1.84
62 C -1.23 0.78 -2.89
63 Si -0.26 2.25 -3.76
64 C 0.20 1.46 -5.43
65 C -1.40 3.77 -4.02
66 As 1.53 2.89 -2.44
67 Si 1.17 4.77 -1.37
68 C 1.42 6.07 -2.73
69 C -0.49 5.24 -0.61
70 C 2.39 5.00 0.06
71 H -2.03 0.52 -3.60
72 H -1.57 0.99 -1.89
73 H -0.65 -0.14 -2.86
74 H -0.75 1.44 -6.00
75 H 0.41 0.40 -5.25
76 H 0.96 1.87 -6.07
77 H -2.38 3.54 -4.54
78 H -0.85 4.52 -4.63
79 H -1.48 4.21 -3.05
80 H 0.80 5.79 -3.58
81 H 2.46 6.01 -3.12
82 H 1.34 7.10 -2.34
83 H -0.54 6.27 -0.31
84 H -0.71 4.58 0.32
85 H -1.34 4.97 -1.21
86 H 2.36 4.18 0.81
87 H 2.19 5.95 0.61
88 H 3.44 5.09 -0.33



| no. | maximum force (eV/Å) |
| --- | --- |
| 1 | 1.963 |
| 2 | 0.476 |
| 3 | 4.776 |
| 4 | 2.670 |
| 5 | 3.375 |